Here is a molecular structure, C42H43F3LaN4O4P2S at a distorted geometry from the Open Molecules 2025 dataset. Energies are from ωB97M-V/def2-TZVPD.

Summary:
E_HOMO = -10.43 eV
E = -96827.5913 eV
Kohn-Sham gap = 7.53 eV
Total charge = +1
E_LUMO = -2.9 eV

Each line ends with the Mulliken charge.
CARTESIAN COORDINATES (ANGSTROEM)
La1 -2.324 -0.552 -1.081  2.18
N1 -0.379 -2.372 -1.247  0.06
C1 -1.037 -3.577 -1.566  0.10
C2 -0.704 -4.372 -2.603  -0.34
C3 -1.423 -5.502 -2.952  -1.06
C4 -2.521 -5.851 -2.246  -0.69
C5 -2.956 -5.043 -1.154  1.13
C6 -4.138 -5.336 -0.459  -0.73
C7 -4.580 -4.487 0.513  -1.05
C8 -3.790 -3.362 0.784  0.02
N2 -2.660 -3.059 0.177  -0.39
C9 -2.264 -3.877 -0.834  0.57
H1 0.045 -2.408 -0.310  -0.02
H2 0.408 -2.224 -1.838  0.11
H3 0.211 -4.116 -3.133  0.49
H4 -1.099 -6.084 -3.841  0.38
H5 -3.153 -6.715 -2.519  0.38
H6 -4.688 -6.238 -0.671  0.44
H7 -5.492 -4.624 1.096  0.46
H8 -4.166 -2.652 1.503  0.20
N3 -1.300 -0.250 -3.485  -0.40
C10 -2.068 0.859 -4.147  -0.61
C11 -1.499 2.186 -3.706  -0.51
C12 -1.979 2.585 -2.316  0.61
O1 -1.670 3.715 -1.915  -0.76
O2 -2.710 1.750 -1.628  -0.71
H9 -0.291 0.002 -3.652  0.23
H10 -1.521 -1.087 -3.998  0.17
H11 -3.101 0.729 -3.808  0.29
H12 -2.017 0.772 -5.244  0.53
H13 -1.756 3.030 -4.336  0.42
H14 -0.390 2.245 -3.678  -0.06
C13 5.373 4.086 2.038  -0.88
S1 5.144 2.747 3.193  -0.05
C14 3.449 3.065 3.750  -1.09
C15 2.402 2.041 3.318  -0.13
C16 2.076 2.153 1.835  -0.86
N4 1.175 1.139 1.219  0.74
P1 -0.457 1.443 0.937  1.05
C17 -0.735 3.042 1.650  0.04
C18 -0.774 4.105 0.761  -0.14
C19 -0.892 5.436 1.209  -0.59
C20 -0.937 5.711 2.555  -0.68
C21 -0.941 4.662 3.445  -0.73
C22 -0.831 3.344 3.044  -0.52
C23 -1.578 0.388 1.926  -0.94
C24 -2.935 0.869 1.836  -0.60
C25 -3.948 0.202 2.526  -0.53
C26 -3.660 -0.880 3.315  -0.88
C27 -2.380 -1.435 3.319  -0.54
C28 -1.349 -0.829 2.575  0.22
P2 1.804 -0.118 0.272  0.52
C29 3.094 -0.819 1.338  0.45
C30 2.734 -2.031 1.979  -0.71
C31 3.669 -2.637 2.773  -0.54
C32 4.973 -2.165 2.878  -0.69
C33 5.274 -0.953 2.343  -1.02
C34 4.324 -0.263 1.538  -0.06
C35 2.769 0.594 -1.126  0.79
C36 2.320 1.667 -1.836  -0.52
C37 2.907 1.995 -3.075  -0.73
C38 4.036 1.307 -3.518  -0.64
C39 4.463 0.164 -2.810  -0.73
C40 3.848 -0.163 -1.633  -0.99
H15 6.375 4.007 1.606  0.37
H16 5.295 5.044 2.517  0.33
H17 4.650 4.005 1.235  0.22
H18 3.208 4.038 3.337  0.40
H19 3.462 3.168 4.848  0.48
H20 1.502 2.205 3.923  0.21
H21 2.763 1.017 3.469  0.14
H22 3.030 2.107 1.305  0.05
H23 1.711 3.165 1.560  0.65
H24 -0.760 3.945 -0.311  0.21
H25 -0.870 6.216 0.449  0.47
H26 -0.949 6.692 2.952  0.47
H27 -0.983 4.844 4.520  0.41
H28 -0.749 2.580 3.822  0.55
H29 -3.203 1.780 1.302  0.47
H30 -4.902 0.709 2.597  0.49
H31 -4.395 -1.313 3.916  0.49
H32 -2.144 -2.295 3.924  0.45
H33 -0.343 -1.248 2.644  0.36
H34 1.743 -2.426 1.979  0.22
H35 3.368 -3.523 3.318  0.41
H36 5.654 -2.753 3.489  0.38
H37 6.193 -0.483 2.471  0.53
H38 4.544 0.687 1.136  0.72
H39 1.431 2.163 -1.559  0.66
H40 2.501 2.862 -3.630  0.44
H41 4.565 1.652 -4.387  0.44
H42 5.298 -0.391 -3.195  0.47
H43 4.218 -0.962 -1.024  0.47
F1 -3.606 -4.271 -4.475  -0.20
C41 -4.089 -2.992 -4.481  0.83
F2 -5.231 -2.976 -5.174  -0.26
F3 -3.188 -2.213 -5.159  -0.25
C42 -4.440 -2.471 -3.056  0.15
O3 -5.289 -3.095 -2.473  -0.55
O4 -3.772 -1.424 -2.674  -0.14

***

Here is 2 unconnected molecules or ions with the total composition C42H43N2O at a distorted geometry from the Open Molecules 2025 dataset. Energies are from ωB97M-V/def2-TZVPD.

Summary:
E_HOMO = -10.04 eV
E = -49271.9743 eV
Kohn-Sham gap = 6.45 eV
Total charge = +1
E_LUMO = -3.6 eV

Each line ends with the Mulliken charge.
CARTESIAN COORDINATES (ANGSTROEM)
C1 6.578 -1.119 2.096  -1.59
C2 5.152 -0.666 2.156  0.46
C3 4.770 0.615 1.764  -1.10
C4 3.467 1.088 1.978  1.05
C5 3.108 2.490 1.593  -1.74
C6 2.510 0.223 2.522  0.02
N1 1.211 0.700 2.857  0.98
C7 0.043 0.150 2.417  -0.23
C8 -0.141 -0.832 1.420  -1.58
N2 -0.968 0.899 2.955  0.95
C9 -2.363 0.620 2.758  -0.61
C10 -3.023 -0.266 3.610  1.31
C11 -2.302 -0.849 4.784  -1.21
C12 -4.361 -0.575 3.375  -1.13
C13 -5.050 -0.029 2.289  0.60
C14 -6.448 -0.486 1.991  -1.53
C15 -4.418 0.947 1.515  -1.37
C16 -3.062 1.245 1.722  1.05
C17 -2.394 2.244 0.830  -1.32
C18 -0.424 1.880 3.757  -1.01
C19 0.911 1.775 3.681  -0.56
C20 2.863 -1.081 2.887  1.25
C21 1.917 -2.020 3.561  -1.15
C22 4.182 -1.505 2.701  -1.22
H1 6.622 -2.206 1.972  0.38
H2 7.140 -0.642 1.287  0.40
H3 7.087 -0.872 3.039  0.29
H4 5.512 1.291 1.327  0.40
H5 2.314 2.506 0.831  0.30
H6 2.772 3.087 2.459  0.36
H7 4.006 2.972 1.170  0.42
H8 -1.033 -1.441 1.557  0.66
H9 0.794 -1.234 1.044  0.95
H10 -3.000 -1.499 5.339  0.43
H11 -1.440 -1.469 4.469  0.15
H12 -1.934 -0.065 5.466  0.28
H13 -4.884 -1.254 4.057  0.41
H14 -6.846 0.024 1.108  0.37
H15 -6.481 -1.568 1.799  0.33
H16 -7.109 -0.291 2.845  0.36
H17 -4.968 1.508 0.737  0.32
H18 -3.170 2.765 0.254  0.50
H19 -1.802 2.984 1.378  0.24
H20 -1.734 1.763 0.103  0.25
H21 -1.043 2.598 4.257  0.64
H22 1.707 2.388 4.036  0.73
H23 2.476 -2.936 3.776  0.45
H24 1.534 -1.623 4.512  0.28
H25 1.066 -2.299 2.934  0.18
H26 4.450 -2.517 3.029  0.35
C23 -2.001 -5.821 -3.856  -1.42
C24 -1.587 -4.689 -2.956  0.99
C25 -2.524 -4.221 -2.024  -0.81
C26 -2.174 -3.249 -1.086  -0.82
C27 -0.959 -2.520 -1.188  0.36
C28 -0.849 -1.158 -0.613  0.71
C29 -0.111 -0.176 -1.420  0.08
C30 0.058 -0.169 -2.830  -0.62
C31 0.652 0.903 -3.469  -1.18
C32 1.222 1.919 -2.677  0.65
O1 1.863 3.016 -3.195  -0.48
C33 1.554 3.473 -4.487  0.30
C34 0.937 4.724 -4.601  -0.42
C35 0.530 5.136 -5.871  -0.40
C36 0.825 4.356 -6.994  -0.55
C37 1.420 3.107 -6.839  -0.55
C38 1.803 2.650 -5.585  -0.33
C39 1.143 1.918 -1.275  -1.86
C40 0.369 0.948 -0.706  0.48
C41 0.037 -3.135 -2.008  -0.10
C42 -0.262 -4.220 -2.856  -0.93
H27 -1.386 -5.889 -4.769  0.37
H28 -1.884 -6.793 -3.354  0.30
H29 -3.085 -5.752 -4.079  0.36
H30 -3.544 -4.638 -2.025  0.33
H31 -2.906 -2.896 -0.363  0.47
H32 -1.843 -0.760 -0.249  0.17
H33 -0.308 -0.993 -3.451  0.49
H34 0.651 0.923 -4.554  0.48
H35 0.766 5.315 -3.692  0.40
H36 -0.021 6.074 -5.957  0.37
H37 0.585 4.708 -7.993  0.38
H38 1.602 2.457 -7.682  0.39
H39 2.243 1.664 -5.434  0.62
H40 1.639 2.710 -0.691  0.61
H41 0.189 1.075 0.367  0.59
H42 1.045 -2.710 -2.060  0.48
H43 0.511 -4.699 -3.479  0.35